{
  "formula": "C13H29BClNO6PS",
  "method": "ωB97M-V/def2-TZVPD",
  "total_energy_ha": -2243.54141,
  "largest_force_ev_per_a": 7.274,
  "e_above_lowest_kcal_mol": 92.98,
  "gap_ev": 7.39,
  "e_lumo_ev": 2.086,
  "charge": -1,
  "symbols": ["C", "O", "C", "C", "C", "C", "C", "C", "B", "C", "C", "C", "Cl", "N", "C", "O", "P", "O", "O", "O", "H", "H", "H", "H", "H", "H", "H", "H", "H", "H", "H", "H", "H", "H", "H", "H", "H", "H", "H", "H", "H", "H", "H", "C", "S", "O", "C", "H", "H", "H", "H", "H", "H"],
  "coordinates": [[2.66084, -2.35943, 3.15135], [3.60769, -1.90170, 2.15294], [3.11652, -2.07052, 0.79883], [3.23010, -0.64497, 0.04888], [2.57493, 0.58762, 0.84902], [1.44342, 1.23639, -0.12424], [0.33440, 2.12068, 0.65290], [-1.12914, 1.63831, 0.15763], [-2.05013, 0.93286, 1.34509], [-3.32914, 0.07052, 0.75200], [-2.88908, -1.03802, -0.36999], [-3.49595, -2.49779, -0.08576], [-3.51576, -0.49871, -2.05248], [-2.49164, 2.11879, 2.25522], [-3.35662, 1.69662, 3.14925], [-4.48308, 1.36270, 3.61173], [-1.06300, -0.26918, 2.48486], [-1.99816, -1.26015, 3.25269], [0.08102, -1.25774, 1.65915], [-0.17104, 0.54447, 3.74389], [3.28402, -2.86702, 3.98960], [2.11934, -1.47481, 3.63757], [1.92512, -3.15738, 2.78327], [3.84771, -2.78000, 0.23641], [2.08609, -2.56306, 0.72054], [2.80121, -0.80164, -1.01032], [4.35890, -0.42281, -0.10941], [3.39251, 1.38873, 1.01664], [2.15506, 0.31860, 1.88027], [1.94694, 1.91320, -0.92140], [1.00226, 0.35451, -0.72180], [0.46756, 2.17144, 1.78711], [0.46928, 3.20941, 0.26886], [-1.71005, 2.60560, -0.12793], [-1.06336, 1.02040, -0.79726], [-4.04696, 0.85908, 0.29208], [-3.87096, -0.55151, 1.56754], [-1.75665, -1.12897, -0.48707], [-4.58175, -2.49950, 0.26880], [-3.47115, -3.06330, -1.09757], [-2.82250, -3.10954, 0.62504], [0.10317, -1.06588, 0.69509], [0.79932, 0.37394, 3.61446], [0.78298, 2.61100, -4.63596], [-0.33707, 1.34768, -3.99299], [-0.02436, 1.16315, -2.54533], [0.40860, -0.03220, -4.88877], [0.52649, 3.56681, -4.17737], [1.81506, 2.35519, -4.38794], [0.66417, 2.68642, -5.71871], [1.46394, -0.12186, -4.62372], [0.30335, 0.13137, -5.96313], [-0.11444, -0.94781, -4.60956]],
  "atomic_forces_ev_per_a": [[0.56, -0.52, 1.40], [-1.82, -1.04, -0.40], [1.10, 0.43, -1.28], [0.65, -0.62, 0.38], [0.12, 0.79, -1.28], [0.69, -0.08, 0.89], [-0.04, 0.43, -1.87], [-0.24, 0.91, 0.14], [0.58, 0.55, -1.79], [-0.49, -1.02, -0.63], [-0.69, -0.20, 1.27], [0.59, -0.49, -1.12], [0.46, -0.26, 0.72], [-3.99, -2.09, 5.71], [-2.94, 0.47, -3.53], [6.14, 1.85, -1.28], [-0.98, -3.61, 3.39], [2.30, 2.43, -1.87], [-0.74, 1.29, 0.12], [0.76, -1.32, -2.22], [-0.94, 0.86, -1.30], [0.51, -1.31, -0.86], [0.95, 1.43, 0.30], [-1.11, 0.98, 0.94], [1.30, 1.02, 0.45], [0.42, 0.50, 1.58], [-1.79, -0.51, 0.34], [-1.25, -1.31, -0.10], [0.57, 0.11, -1.70], [-0.67, -1.30, 1.29], [0.34, 1.54, 1.08], [-0.24, -0.40, -1.53], [-0.11, -1.69, 0.80], [0.76, -1.61, 0.32], [0.08, 0.96, 1.47], [1.01, -1.53, 0.62], [0.76, 1.27, -1.27], [-1.62, 0.26, 0.01], [1.61, 0.27, -0.35], [-0.08, 0.79, 1.61], [-1.13, 1.28, -0.81], [-0.07, 0.22, 0.93], [-1.31, 0.28, 0.13], [0.19, 0.04, -0.01], [-0.15, -0.08, 0.33], [0.18, 0.06, -1.29], [0.13, -0.08, -0.04], [-0.07, -0.14, 0.03], [-0.06, -0.04, 0.04], [-0.05, -0.03, 0.05], [-0.05, 0.06, 0.06], [-0.04, 0.03, 0.05], [-0.05, 0.16, 0.06]],
  "mulliken_charge": [-0.316, -0.382, -0.279, -0.702, -0.041, -0.326, -0.555, -0.075, -0.085, -0.883, 1.087, -1.224, -0.284, -0.592, 0.640, -0.588, 1.183, -0.796, -0.467, -0.692, 0.237, 0.058, 0.239, 0.294, 0.152, 0.189, 0.355, 0.473, -0.235, 0.320, 0.093, 0.399, 0.303, 0.096, -0.184, 0.289, 0.246, -0.235, 0.307, 0.374, 0.239, 0.228, 0.279, -1.045, 0.356, -0.481, -1.021, 0.319, 0.288, 0.422, 0.301, 0.412, 0.311]
}